# 1
27
Properties=species:S:1:pos:R:3:forces:R:3 method="wB97M-V/def2-TZVPD" e_above_lowest_kcal_mol=51.4 homo_ev=-10.9 energy_ev=-18719.90508 smiles=O.O.O.O.O.O.O.O.O
O -0.353 -3.378 -0.486 -0.009 -0.327 -1.878
H -1.268 -3.316 -0.252 -0.701 -0.012 0.542
H 0.172 -2.954 0.175 0.612 0.197 1.593
O 0.892 2.338 1.833 0.727 -0.202 0.699
H 0.389 1.567 1.554 -0.131 -0.600 0.202
H 0.570 2.950 1.195 -0.182 1.238 -0.611
O -0.980 -1.733 2.756 0.138 -1.280 -0.150
H -1.108 -1.533 3.674 -0.108 0.260 0.576
H -1.040 -0.926 2.269 -0.108 1.159 -0.479
O -1.788 1.144 -3.041 0.433 0.799 -0.925
H -2.158 0.413 -2.591 -0.598 -1.197 0.606
H -1.600 1.794 -2.356 0.063 0.354 0.085
O 1.470 -2.612 1.492 -2.723 0.989 0.560
H 2.307 -2.876 1.245 2.952 -0.943 -0.831
H 1.519 -1.663 1.647 -0.081 -0.026 0.246
O -0.623 0.457 0.812 0.513 -0.872 1.882
H -0.212 -0.033 0.112 0.440 -0.365 -1.138
H -1.354 0.930 0.482 -1.364 0.939 -0.860
O -0.947 2.855 -1.023 -1.005 -2.292 0.173
H -0.678 3.721 -0.907 0.381 3.083 0.146
H -0.117 2.392 -0.898 0.732 -0.706 -0.288
O 1.623 1.747 -1.292 0.631 -0.620 0.374
H 1.570 0.837 -1.606 -0.685 0.188 -0.616
H 2.222 1.572 -0.554 0.000 0.782 0.368
O 0.402 -0.831 -1.356 -0.039 1.973 0.120
H 1.170 -1.249 -1.674 2.019 -0.449 -0.826
H -0.080 -1.614 -1.212 -1.909 -2.069 0.432

# 2
27
Properties=species:S:1:pos:R:3:forces:R:3 method="wB97M-V/def2-TZVPD" e_above_lowest_kcal_mol=65.2 homo_ev=-9.8 energy_ev=-18719.30875 smiles=O.O.O.O.O.O.O.O.O
O 14.399 2.372 -28.592 0.281 0.217 0.137
H 13.651 2.978 -28.470 0.342 0.317 0.139
H 15.152 2.742 -28.094 -0.552 -0.288 -0.365
O 11.977 1.035 -26.613 0.597 0.024 0.784
H 11.339 1.123 -27.321 0.404 0.539 -0.091
H 12.740 1.635 -26.721 -0.787 -0.490 -0.390
O 11.317 -2.361 -30.317 -1.108 -1.763 -0.112
H 11.750 -1.541 -30.392 0.917 1.967 -0.436
H 10.440 -2.190 -30.672 0.003 -0.180 -0.115
O 9.075 -0.250 -31.437 -1.032 -0.470 -0.817
H 8.814 -0.592 -30.590 -0.102 -0.131 0.607
H 9.875 0.229 -31.325 1.178 0.582 0.294
O 14.871 -0.312 -28.088 2.480 1.384 -0.582
H 14.536 0.528 -28.414 0.093 -0.009 0.291
H 14.141 -0.824 -27.838 -2.066 -1.228 0.409
O 12.243 0.197 -29.861 1.851 -0.904 -1.433
H 11.723 0.803 -29.426 -3.127 1.709 1.628
H 13.026 0.741 -29.755 1.328 -0.623 -0.539
O 10.133 1.861 -28.716 0.925 1.073 -0.317
H 9.573 1.108 -28.578 -0.961 -0.206 -0.087
H 9.670 2.620 -29.108 -0.356 -0.853 0.205
O 12.269 4.094 -28.377 0.950 1.498 0.834
H 11.664 3.483 -28.733 -1.350 -1.214 -0.572
H 11.810 4.551 -27.656 0.215 -0.276 -0.229
O 12.875 -2.069 -28.088 -0.576 1.684 1.812
H 12.479 -2.104 -28.935 -0.524 -0.622 -1.006
H 13.420 -2.802 -27.934 0.976 -1.737 -0.050

# 3
27
Properties=species:S:1:pos:R:3:forces:R:3 method="wB97M-V/def2-TZVPD" e_above_lowest_kcal_mol=172.2 homo_ev=-7.6 energy_ev=-18714.66820 smiles=O.O.O.O.O.O.O.O.O
H 1.410 -0.183 -0.165 -0.100 0.133 -0.751
H 0.980 1.203 -0.616 0.390 0.016 -0.496
H -0.875 1.886 2.743 -0.694 -0.127 0.210
H -0.802 1.325 1.332 -0.437 0.613 0.351
H 4.676 -2.623 -2.108 -0.085 0.040 0.009
H 3.983 -1.862 -3.227 -0.110 0.045 0.109
H -0.173 -2.204 -0.092 0.322 0.236 -0.243
H 1.323 -1.938 -0.113 0.260 -0.237 -0.076
H -0.040 4.637 0.976 -0.120 -0.142 -0.043
H 0.410 4.391 -0.455 -0.007 -0.031 0.055
H -2.203 -1.447 -1.848 0.102 -0.069 -0.425
H -1.746 -2.881 -1.632 -0.062 -0.067 -0.197
H -1.159 -1.161 1.194 -0.173 0.149 0.143
H -1.245 -2.639 1.537 -0.142 0.011 0.262
H 1.079 2.322 1.858 -0.277 0.171 -0.564
H 1.094 1.073 0.992 0.872 0.590 0.428
H -3.632 0.240 -0.433 -0.046 0.137 0.179
H -2.834 -1.045 -0.286 -0.006 -0.098 0.362
O 1.756 0.637 -0.535 1.014 -1.188 -1.564
O -0.840 2.156 1.818 -6.475 0.016 3.609
O 3.827 -2.236 -2.352 0.178 -0.127 -0.056
O 0.487 -1.607 -0.461 1.032 -0.713 0.909
O -0.223 4.087 0.206 -0.151 1.065 -0.535
O -1.486 -1.967 -1.469 -1.622 -0.264 -0.542
O -1.272 -1.763 1.938 0.145 -0.209 -0.027
O 0.855 2.007 0.975 6.240 -0.056 -0.837
O -3.349 -0.408 0.222 -0.048 0.107 -0.270

# 4
27
Properties=species:S:1:pos:R:3:forces:R:3 method="wB97M-V/def2-TZVPD" e_above_lowest_kcal_mol=98.4 homo_ev=-11.0 energy_ev=-18717.86770 smiles=O.O.O.O.O.O.O.O.O
H -0.537 0.351 -1.267 -0.528 0.008 -1.843
H -0.466 -0.009 0.099 0.548 0.230 0.614
H -2.183 4.182 -3.359 0.147 0.021 0.178
H -1.816 2.875 -2.598 0.573 2.741 0.009
H -2.201 -3.689 -0.690 -2.969 0.612 -0.311
H -0.963 -2.986 -0.025 -0.708 -0.995 -0.884
H 2.753 3.636 0.487 -1.210 0.155 -1.759
H 3.750 3.718 1.450 -0.250 -0.451 0.951
H -2.918 0.246 4.015 1.506 0.755 -0.862
H -1.959 1.355 3.454 -0.017 2.949 -0.126
H 1.890 -0.407 -3.400 0.001 -0.905 0.460
H 2.478 -0.493 -1.988 -1.397 -1.577 -1.844
H 3.072 -1.590 2.241 -1.415 -2.512 -0.044
H 3.896 -0.667 1.399 -0.044 0.038 0.198
H 1.483 -2.566 0.160 -0.100 -0.494 -1.030
H 2.017 -2.209 -1.215 -0.295 -0.230 -0.349
H -3.647 -0.597 0.680 0.804 -0.426 -0.074
H -4.972 -0.614 -0.126 0.401 0.072 0.376
O 0.031 0.517 -0.542 0.084 -0.227 1.253
O -1.618 3.885 -2.632 -0.716 -2.738 -0.184
O -1.310 -3.768 -0.517 3.525 0.261 1.110
O 2.850 3.348 1.372 1.452 0.299 0.801
O -2.058 0.452 3.550 -1.487 -3.744 0.890
O 2.004 -1.086 -2.696 1.585 3.053 1.008
O 3.532 -0.800 2.282 1.485 2.445 -0.118
O 1.417 -2.828 -0.790 0.240 0.292 1.830
O -4.527 -0.256 0.657 -1.215 0.368 -0.249

# 5
27
Properties=species:S:1:pos:R:3:forces:R:3 method="wB97M-V/def2-TZVPD" e_above_lowest_kcal_mol=67.2 homo_ev="-13.6 / -12.8" spin_multiplicity=2 charge=+1 s_squared=0.76 energy_ev=-18707.09144
O -0.919 2.300 -3.617 0.209 -0.245 0.050
H -1.752 2.262 -3.156 -0.640 0.426 0.167
H -0.591 1.398 -3.428 0.062 0.219 -0.129
O 0.242 -0.052 -3.266 1.611 1.475 -4.443
H 0.792 -0.204 -2.565 1.545 -1.100 3.920
H 1.026 0.319 -3.827 -2.328 -0.796 0.375
O -0.423 -1.191 3.907 -2.427 9.710 -4.631
H -0.275 -2.003 4.091 1.147 -9.237 2.016
H -1.115 -1.066 3.164 1.054 -0.709 2.206
O -2.307 -1.923 0.858 3.301 3.408 1.824
H -2.802 -2.679 0.824 -2.066 -2.817 -1.229
H -1.964 -1.491 0.071 -1.046 -0.489 -0.881
O 3.609 1.309 1.569 -0.768 2.701 0.005
H 4.101 1.144 2.344 1.011 -0.166 1.394
H 3.545 0.511 1.133 0.055 -2.713 -1.488
O -2.253 -0.694 -3.022 2.404 -1.733 1.638
H -2.963 -0.388 -3.505 -2.431 0.858 -1.752
H -1.813 -1.392 -3.548 -0.419 0.803 0.287
O 0.575 0.331 0.064 2.551 0.706 -0.168
H 0.481 0.584 0.995 -0.279 0.921 -0.078
H 1.443 0.868 -0.138 -2.440 -1.460 0.325
O 1.090 2.337 2.061 -3.869 -2.106 2.687
H 1.199 1.620 2.760 0.523 1.864 -1.370
H 1.869 2.519 1.628 3.173 0.250 -0.938
O 0.260 -2.227 1.479 2.617 1.672 1.366
H 0.481 -1.251 1.650 -0.151 -1.496 -0.598
H -0.669 -2.273 1.238 -2.399 0.053 -0.556

# 6
27
Properties=species:S:1:pos:R:3:forces:R:3 method="wB97M-V/def2-TZVPD" e_above_lowest_kcal_mol=21.1 homo_ev="-14.5 / -14.3" spin_multiplicity=2 charge=+1 s_squared=0.76 energy_ev=-18709.09193
O 0.180 0.643 3.340 -0.035 -0.401 0.017
H 1.040 1.064 3.370 0.271 0.280 0.193
H -0.106 0.747 2.432 -0.176 0.193 -0.325
O -2.295 0.146 -1.469 0.413 -0.586 -0.288
H -2.546 1.018 -1.774 -0.076 0.393 -0.034
H -3.084 -0.383 -1.580 -0.519 -0.167 -0.176
O 2.878 2.583 -0.796 -0.064 -0.025 -0.224
H 3.078 3.089 -0.008 0.100 0.288 0.173
H 2.377 1.832 -0.478 0.041 -0.084 -0.004
O 0.540 0.236 0.055 -1.700 0.728 -0.395
H 1.463 -0.018 0.039 2.043 -0.501 0.299
H 0.064 -0.581 -0.099 -0.705 -0.761 0.183
O -0.238 -1.470 -2.737 0.927 0.209 -0.548
H -0.964 -0.878 -2.541 -0.972 0.829 0.174
H -0.079 -1.935 -1.916 -0.045 -0.988 0.792
O 3.045 -0.380 0.218 -0.161 -0.087 -0.017
H 3.539 -0.290 1.033 0.126 0.156 0.365
H 3.529 -1.034 -0.285 0.167 -0.156 -0.380
O -0.598 -3.088 -0.260 0.285 0.525 -0.534
H -1.380 -3.151 0.289 -0.326 -0.038 0.247
H 0.112 -3.407 0.297 0.245 -0.234 0.189
O -1.990 -0.864 1.179 0.581 -0.633 0.290
H -2.097 -0.880 0.228 -0.210 0.326 -0.294
H -2.060 0.061 1.413 -0.337 0.606 0.137
O -1.553 2.294 0.398 -0.108 -0.261 0.241
H -0.967 1.728 -0.104 0.359 -0.041 -0.109
H -1.892 2.918 -0.244 -0.124 0.432 0.028

# 7
28
Properties=species:S:1:pos:R:3:forces:R:3 method="wB97M-V/def2-TZVPD" e_above_lowest_kcal_mol=71.2 homo_ev=-13.7 charge=+1 energy_ev=-18728.59587
O -0.585 -0.085 -0.116 -0.068 -0.942 -3.981
H -0.250 -0.985 -0.259 0.952 -1.256 -0.164
H 0.079 0.562 -0.034 2.895 2.063 -0.801
H -1.012 -0.003 0.664 -3.455 -0.184 4.893
O -2.243 1.023 2.006 -0.893 -0.547 -1.685
H -2.095 1.458 2.813 0.798 0.867 1.882
H -3.202 1.153 1.916 0.204 -0.337 -0.404
O -2.994 -1.097 -1.574 -0.625 -1.124 1.291
H -2.653 -0.422 -2.175 -1.421 -0.165 -0.135
H -3.971 -1.327 -1.486 2.099 1.318 -1.095
O -0.232 -1.567 2.452 -1.046 -0.702 -0.886
H -1.034 -1.947 2.849 0.338 0.046 -0.266
H 0.125 -1.040 3.141 0.705 0.733 1.041
O 3.123 -0.427 0.150 -1.327 1.927 -0.707
H 4.054 -0.512 0.253 1.270 -0.213 0.190
H 2.992 0.516 -0.181 0.072 -1.916 0.681
O 1.316 1.804 -0.401 1.412 2.627 1.173
H 1.565 2.580 0.212 -0.897 -1.885 -0.747
H 1.752 2.172 -1.191 -0.594 -0.680 -0.388
O 1.106 -2.257 -0.573 -4.512 -1.232 -3.366
H 0.924 -3.211 -0.752 0.211 1.170 0.219
H 1.764 -2.199 0.022 3.769 0.345 3.464
O 2.230 -1.302 -2.889 -1.794 0.996 -3.999
H 3.133 -1.306 -3.061 2.360 -0.060 -0.275
H 2.068 -1.445 -2.018 -0.463 -0.817 3.998
O -2.174 3.281 -0.303 0.404 -0.524 0.805
H -2.070 2.597 0.379 -0.384 -0.240 -0.407
H -1.721 3.986 0.164 -0.011 0.735 -0.331

# 8
28
Properties=species:S:1:pos:R:3:forces:R:3 method="wB97M-V/def2-TZVPD" e_above_lowest_kcal_mol=90.6 homo_ev=-13.9 charge=+1 energy_ev=-18727.75414
O 0.251 1.540 -3.079 -0.411 2.064 -0.893
H -1.305 1.118 -0.109 -2.589 0.031 -0.623
H -0.464 -1.686 -2.657 -0.583 -1.609 -0.673
O -1.387 -3.021 -1.205 -4.234 0.018 1.327
H 2.274 -3.789 0.091 -1.388 -0.460 -0.491
O 0.227 3.966 0.513 0.946 -4.801 1.189
H -0.121 -1.386 4.603 0.487 0.422 0.191
H 1.176 3.883 0.452 0.134 1.111 -0.263
O 1.542 -0.584 -0.425 -2.819 0.342 0.504
H -0.176 4.745 0.311 -0.867 3.566 -1.037
H -2.263 -2.690 -0.734 3.049 0.111 -0.591
O 1.618 -3.422 -0.535 1.826 2.316 -0.045
H -0.080 1.716 0.253 0.231 0.049 0.438
H 0.758 -3.782 -0.690 -0.622 -1.084 0.646
O -0.472 0.827 0.166 2.271 0.595 0.548
H 0.761 -0.308 -1.095 1.325 -1.639 -0.100
H 1.512 -1.638 -0.417 0.064 1.127 0.165
O -1.221 3.018 2.804 -3.622 -2.802 0.320
H 0.653 2.424 -3.291 -0.502 -1.371 0.389
H -1.140 2.630 3.674 -0.653 -0.584 0.385
O 0.257 -1.244 3.722 -3.031 -2.861 -1.509
H 0.925 -0.149 0.312 1.421 -1.423 -0.655
H -0.488 3.516 2.828 4.198 3.276 -0.718
O -0.290 -0.875 -2.239 0.102 2.876 0.982
H -0.415 -1.919 3.233 2.543 2.434 1.274
H -1.952 -3.705 -1.606 1.090 -0.697 -0.673
H 0.859 1.070 -2.535 0.967 -0.291 0.251
H -1.041 -0.254 -2.345 0.668 -0.718 -0.339

# 9
28
Properties=species:S:1:pos:R:3:forces:R:3 method="wB97M-V/def2-TZVPD" e_above_lowest_kcal_mol=111.9 homo_ev=-13.7 charge=+1 energy_ev=-18726.83325
O 1.228 0.444 -0.881 1.143 1.436 -2.111
H -0.393 0.747 -0.040 -0.905 1.203 2.497
H -4.017 -2.379 0.655 0.872 -1.218 0.294
O -1.149 1.176 -2.624 -2.343 0.220 2.918
H 1.000 -1.124 1.716 -2.412 -0.726 -0.347
O -3.095 -0.622 -3.564 -5.483 0.553 7.223
H 2.026 2.179 1.547 4.152 1.419 -2.142
H -3.012 0.036 -2.734 -0.196 -2.616 -3.516
O 1.421 1.847 2.124 -4.107 -2.584 1.368
H -2.442 -0.447 -4.107 5.265 1.569 -3.994
H 0.597 2.063 1.554 0.168 -1.199 1.352
O 1.766 -0.818 2.185 3.101 2.088 -1.174
H 0.226 -2.345 0.513 3.043 -2.574 -3.708
H 2.455 -1.055 1.466 -0.787 0.883 1.920
O -0.282 -1.801 1.001 -4.051 -1.295 4.857
H 1.596 0.529 2.162 0.114 0.410 -0.078
H -1.888 1.154 -1.776 3.027 0.892 -4.049
O 3.735 1.263 1.012 0.350 0.084 -0.619
H 0.535 0.456 -1.580 0.063 -0.355 0.164
H 3.283 1.027 0.177 0.944 0.187 0.443
O -0.770 1.276 0.757 0.888 -0.428 -2.223
H -0.695 -2.634 1.573 0.868 3.701 -1.601
H 4.657 1.561 0.826 -1.102 -0.406 -0.092
O -3.065 -2.607 0.636 0.324 0.888 -0.167
H -1.381 0.732 1.245 -0.327 -0.502 0.100
H -1.409 1.776 -3.376 -0.178 -0.678 1.610
H 1.862 1.058 -1.384 -1.054 -1.160 1.191
H -2.788 -3.491 0.916 -1.377 0.207 -0.114

# 10
2
Properties=species:S:1:pos:R:3:forces:R:3 method="wB97M-V/def2-TZVPD" e_above_lowest_kcal_mol=166.5 homo_ev=-9.2 energy_ev=-24.37062
H -0.232 -0.665 1.358 0.207 0.593 -1.211
H 0.232 0.665 -1.358 -0.207 -0.593 1.211

# 11
31
Properties=species:S:1:pos:R:3:forces:R:3 method="wB97M-V/def2-TZVPD" e_above_lowest_kcal_mol=15.1 homo_ev=-9.5 energy_ev=-20879.25363
He -0.482 0.693 0.083 0.231 0.012 0.230
O 2.774 -0.168 -1.346 0.072 -0.752 -0.209
H 2.556 0.211 -0.495 -0.008 0.379 0.316
H 2.417 0.451 -1.983 -0.086 0.434 -0.288
O -2.215 0.068 -1.440 -0.427 0.359 -0.273
H -3.042 0.286 -1.009 -0.332 0.011 -0.009
H -1.829 -0.612 -0.888 0.451 -0.666 0.094
O 1.408 -2.781 -1.570 0.172 -0.458 -0.172
H 0.471 -2.919 -1.431 -0.271 -0.108 -0.006
H 1.552 -1.862 -1.343 0.493 0.516 -0.065
O -0.836 2.420 -1.952 0.114 0.659 -0.158
H -0.893 2.952 -1.158 0.150 0.224 0.070
H -1.392 1.662 -1.774 -0.291 -0.867 0.004
O 1.669 2.379 -3.082 0.795 -0.119 -0.108
H 0.785 2.226 -2.749 -0.725 0.094 0.364
H 1.628 2.116 -4.002 0.092 -0.020 -0.238
O 0.078 1.559 2.661 -0.109 -0.106 -0.080
H -0.592 2.241 2.655 -0.173 0.399 -0.092
H 0.370 1.517 3.572 0.266 -0.052 0.402
O 2.152 1.559 0.727 0.153 0.084 0.038
H 1.487 1.616 1.414 -0.326 -0.116 0.265
H 2.462 2.458 0.618 0.247 0.153 -0.236
O -1.165 -2.722 -0.543 -0.667 0.455 -0.558
H -0.855 -2.851 0.353 0.624 -0.072 0.930
H -2.044 -3.102 -0.550 -0.218 -0.187 -0.196
O -0.133 -2.910 2.111 0.308 -0.448 -0.459
H -0.440 -2.069 2.449 -0.363 0.362 0.170
H -0.701 -3.558 2.528 -0.059 -0.210 0.230
O -1.618 -0.658 2.770 -0.359 -0.270 0.137
H -1.061 0.109 2.631 0.524 0.464 -0.130
H -2.510 -0.314 2.743 -0.280 -0.154 0.028

# 12
31
Properties=species:S:1:pos:R:3:forces:R:3 method="wB97M-V/def2-TZVPD" e_above_lowest_kcal_mol=7.0 homo_ev=-10.3 energy_ev=-95730.08946
Kr 0.778 0.356 -0.225 0.000 0.027 -0.143
O 4.123 0.908 0.594 -0.203 -0.097 0.317
H 4.422 0.915 -0.316 -0.044 -0.020 -0.305
H 4.582 1.642 1.003 0.253 0.210 0.086
O -0.783 0.706 2.657 -0.503 -0.123 0.085
H 0.136 0.899 2.842 0.858 0.358 -0.098
H -1.234 0.864 3.487 -0.249 -0.002 0.228
O -0.855 -1.981 1.817 0.287 -0.599 0.196
H -1.163 -1.851 0.921 -0.368 -0.040 -0.166
H -0.649 -1.100 2.131 -0.027 0.362 0.228
O -2.097 3.131 -0.942 0.457 0.358 -0.524
H -2.983 3.273 -1.274 -0.214 0.104 -0.038
H -2.163 2.336 -0.413 -0.240 -0.564 0.684
O 2.932 -2.539 -1.340 -0.234 0.055 -0.124
H 3.745 -2.623 -1.837 0.146 -0.063 -0.219
H 3.206 -2.575 -0.424 -0.047 0.010 0.347
O -1.516 1.545 -3.446 0.166 -0.328 -0.512
H -1.297 2.004 -2.635 -0.051 0.430 0.473
H -2.316 1.063 -3.241 -0.165 -0.043 0.023
O -2.246 -1.777 -0.668 -0.628 0.235 0.387
H -1.401 -1.880 -1.107 0.663 -0.392 -0.629
H -2.781 -1.286 -1.292 -0.117 -0.007 -0.237
O -0.053 -2.818 -2.150 -0.423 0.031 0.079
H 0.840 -2.797 -1.806 0.594 0.008 0.223
H 0.039 -2.574 -3.071 -0.018 0.092 -0.249
O 1.908 1.579 2.818 -0.202 0.117 0.245
H 2.597 1.500 3.478 0.086 -0.072 0.259
H 2.368 1.510 1.981 0.119 -0.173 -0.537
O -2.855 0.883 0.764 -0.463 0.475 -0.442
H -2.183 0.608 1.388 0.523 -0.016 0.339
H -3.101 0.079 0.306 0.045 -0.333 0.022